1.
Computed, not measured: a molecular structure, C4H9N in a non-equilibrium geometry, with ωB97M-V with the def2-TZVPD basis set.

Each line ends with the Löwdin charge.
Positions of all 14 atoms, in Å:
C  1.817  0.258  -0.223  -0.30
N  -0.720  -0.155  1.526  -0.05
C  -0.463  -0.244  0.070  -0.57
C  0.705  -0.533  -0.701  -0.33
C  -1.776  0.158  -0.500  -0.14
H  2.015  0.049  0.898  0.06
H  2.754  0.330  -0.899  0.06
H  1.475  1.338  -0.330  0.06
H  -0.158  -0.937  1.980  0.03
H  -0.154  0.631  0.913  0.05
H  0.935  -1.527  -1.097  0.01
H  -1.837  1.242  -0.344  0.07
H  -2.619  -0.333  0.077  0.06
H  -1.973  -0.277  -1.368  -0.01

Output
molar mass: 71.1 g/mol
HOMO energy (alpha / beta): -0.489 / -0.946 eV
charge: -1
lowest unoccupied orbital energy (alpha / beta): 4.81 / 4.76 eV
energy relative to the best compared isomer or geometry (same formula, charge and spin): 4.468 eV
calculated total energy: -5777.720 eV
spin multiplicity: 2



2.
Computed, not measured: a molecular structure, C14H9IrN3O5S in a non-equilibrium geometry, with ωB97M-V with the def2-TZVPD basis set.

Each line ends with the Löwdin charge.
Positions of all 33 atoms, in Å:
Ir  0.070  -0.144  0.115  1.12
C  2.749  -4.527  1.111  0.05
N  2.819  -3.097  1.343  -0.04
C  3.898  -2.502  1.805  0.22
C  4.022  -1.000  1.775  -0.26
N  3.065  -0.472  0.881  0.06
C  1.699  -2.358  1.033  -0.64
S  0.797  -2.467  -0.404  0.88
C  2.931  0.793  0.538  -0.32
C  3.904  1.811  0.751  0.03
C  3.714  3.058  0.217  -0.01
C  2.551  3.318  -0.512  -0.02
C  1.591  2.319  -0.620  -0.10
N  1.752  1.103  -0.104  -0.05
H  3.724  -4.988  1.249  0.13
H  2.407  -4.724  0.095  0.11
H  2.035  -4.984  1.802  0.14
H  4.733  -3.089  2.160  0.18
H  5.070  -0.741  1.541  0.18
H  4.798  1.570  1.305  0.12
H  4.457  3.830  0.358  0.13
H  2.387  4.278  -0.973  0.12
H  0.658  2.520  -1.137  0.13
O  3.004  1.256  5.360  0.26
C  2.309  0.722  4.561  -0.20
C  2.608  -0.285  3.531  -0.07
O  3.856  -0.470  3.122  0.11
C  1.434  -0.681  2.893  -0.11
C  0.383  0.291  3.122  -0.20
O  -0.478  0.534  2.276  0.04
C  0.755  1.083  4.360  -0.18
O  0.117  1.792  5.044  0.27
O  1.069  -1.552  1.932  -0.09

Output
molar mass: 523.5 g/mol
HOMO energy (alpha / beta): -15.007 / -15.001 eV
charge: +2
lowest unoccupied orbital energy (alpha / beta): -10.00 / -9.93 eV
calculated total energy: -43020.902 eV
spin multiplicity: 2



3.
Computed, not measured: a molecular structure, C23H26AlBClF10MgN4O10 in a non-equilibrium geometry, with ωB97M-V with the def2-TZVPD basis set.

Each line ends with the Löwdin charge.
Positions of all 77 atoms, in Å:
C  10.145  -1.343  2.267  -0.04
C  8.890  -0.737  1.717  -0.32
O  8.442  -1.409  0.519  0.03
C  7.381  -0.885  -0.068  -0.46
O  7.466  0.284  -0.554  -0.15
C  6.186  -1.758  -0.082  -0.22
C  5.175  -1.470  -1.223  -0.13
C  3.955  -0.652  -0.779  -0.12
N  2.709  -1.417  -0.648  0.02
C  2.592  -2.742  -0.646  -0.11
N  1.300  -3.076  -0.544  0.18
C  0.533  -1.919  -0.459  -0.12
C  -0.960  -2.007  -0.332  -0.08
C  -1.410  -3.455  -0.074  -0.07
C  -2.882  -3.689  0.151  -0.43
F  -3.559  -3.493  -1.008  0.14
F  -3.016  -5.009  0.460  0.12
C  -3.538  -2.938  1.361  -0.34
F  -2.569  -2.711  2.278  0.15
F  -4.428  -3.784  1.916  0.16
C  -4.318  -1.645  1.045  -0.34
F  -5.471  -1.988  0.434  0.17
F  -3.642  -0.849  0.192  0.16
C  -4.726  -0.850  2.327  -0.53
F  -5.170  0.354  1.922  0.16
F  -5.733  -1.476  2.926  0.20
F  -3.710  -0.639  3.155  0.20
C  1.399  -0.858  -0.516  0.04
B  1.065  0.671  -0.495  -0.52
O  2.077  1.590  -0.287  0.15
N  -0.302  1.155  -0.739  -0.08
C  -0.630  2.083  0.337  -0.06
C  -0.264  1.875  -2.050  -0.02
H  10.413  -0.868  3.208  0.09
H  10.970  -1.266  1.566  0.10
H  9.987  -2.400  2.475  0.09
H  8.059  -0.790  2.440  -0.22
H  9.064  0.316  1.477  0.12
H  5.679  -1.588  0.871  0.04
H  6.495  -2.793  -0.127  0.07
H  5.705  -0.877  -1.966  0.12
H  4.880  -2.388  -1.713  0.11
H  3.750  0.069  -1.567  0.14
H  4.137  -0.072  0.122  0.07
H  3.432  -3.414  -0.711  0.03
H  1.003  -4.035  -0.509  0.17
H  -1.351  -1.273  0.363  0.12
H  -1.378  -1.742  -1.305  0.14
H  -0.877  -3.881  0.774  0.14
H  -1.151  -4.046  -0.951  0.14
H  2.608  1.320  0.468  0.10
H  -0.273  1.699  1.291  0.10
H  -1.748  2.249  0.386  0.08
H  -0.113  3.031  0.180  0.10
H  0.747  1.858  -2.466  0.09
H  -0.912  1.366  -2.758  0.09
H  -0.551  2.910  -1.904  0.10
C  -6.848  5.346  -0.701  0.27
C  -7.660  4.337  -1.341  -0.32
C  -7.653  2.977  -0.669  -0.31
O  -8.327  2.049  -1.048  0.21
C  -6.767  2.802  0.473  0.28
C  -5.943  3.808  1.112  -0.31
C  -6.036  5.198  0.504  -0.30
O  -5.466  6.157  0.962  0.20
O  -5.226  3.596  2.063  0.19
O  -8.308  4.515  -2.347  0.20
H  -6.817  6.341  -1.137  0.16
H  -6.750  1.790  0.868  0.14
Mg  6.973  -0.603  3.745  0.67
F  -2.934  2.885  1.441  -0.30
Al  6.446  1.582  0.466  0.82
N  -6.231  3.110  -4.428  -0.61
O  -5.554  3.961  -4.991  0.14
O  -7.221  2.635  -4.954  0.16
O  -5.896  2.727  -3.297  0.09
Cl  4.658  -3.806  1.135  -0.18

Output
molar mass: 806.0 g/mol
HOMO energy: -9.780 eV
charge: +1
lowest unoccupied orbital energy: -8.09 eV
calculated total energy: -103100.527 eV
spin multiplicity: 1



4.
Computed, not measured: a gas-phase ion, C9H17N2O (charge +1) in a non-equilibrium geometry, with ωB97M-V with the def2-TZVPD basis set.

Each line ends with the Löwdin charge.
Positions of all 29 atoms, in Å:
C  1.748  -0.997  -3.696  -0.09
N  1.085  -0.177  -2.860  0.09
N  0.888  -0.461  -1.722  0.16
C  0.548  -0.368  -0.495  -0.06
C  -0.675  -1.213  0.066  -0.05
C  -1.382  -0.394  1.075  -0.13
C  -2.361  0.563  0.453  -0.41
C  -3.589  0.799  1.226  0.01
O  -1.988  1.321  -0.448  0.07
C  1.467  0.429  0.443  -0.39
C  0.816  1.738  0.892  -0.03
C  1.999  -0.452  1.466  -0.05
H  2.628  -1.459  -3.181  0.11
H  2.245  -0.455  -4.513  0.10
H  1.116  -1.842  -4.250  0.17
H  -0.207  -2.087  0.571  0.15
H  -1.216  -1.476  -0.737  0.09
H  -1.996  -1.171  1.624  0.16
H  -0.747  0.051  1.704  0.07
H  -3.519  0.184  2.096  0.07
H  -4.510  0.747  0.667  0.11
H  -3.408  1.745  1.705  0.11
H  2.240  0.824  -0.253  0.15
H  1.616  2.542  0.794  0.12
H  0.655  1.568  1.904  0.05
H  -0.164  2.135  0.440  0.11
H  2.574  0.156  2.171  0.11
H  1.348  -1.126  1.948  0.07
H  2.787  -1.125  0.911  0.14

Output
structure (SMILES): CN=[N+]=C(CCC(C)=O)C(C)C
molar mass: 169.2 g/mol
HOMO energy: -13.225 eV
charge: +1
lowest unoccupied orbital energy: -4.77 eV
energy relative to the best compared isomer or geometry (same formula, charge and spin): 4.178 eV
calculated total energy: -14625.693 eV
spin multiplicity: 1